No. 1
{"formula": "C14H26F6N3O4S", "method": "ωB97M-V with the def2-TZVPD basis set", "homo_energy_ev": -12.982, "total_charge": 1, "lumo_ev": -3.1, "e_tot_ha": -2011.4616, "elements": ["N", "C", "C", "C", "N", "C", "S", "C", "N", "C", "H", "H", "H", "H", "H", "H", "H", "H", "H", "H", "H", "H", "H", "H", "H", "H", "C", "C", "O", "C", "O", "C", "F", "F", "F", "H", "H", "H", "H", "H", "C", "C", "O", "C", "O", "C", "F", "F", "F", "H", "H", "H", "H", "H"], "positions_angstrom": [[0.10995, -0.52937, 0.89797], [-0.95645, 0.36157, 0.45392], [-2.24318, -0.36582, 0.03148], [-3.25264, -0.65407, 1.16946], [-3.62674, -2.11895, 0.98880], [-2.39109, -2.79683, 0.42255], [-1.20161, -2.95727, 1.80548], [-2.72938, -4.15163, -0.19217], [-1.59855, -4.71029, -0.91103], [-2.01516, -1.73580, -0.61616], [1.00721, -0.13825, 0.63741], [0.12791, -0.60099, 1.90848], [-0.59939, 0.88071, -0.43801], [-1.21205, 1.13693, 1.18763], [-2.74110, 0.29681, -0.67817], [-2.85767, -0.52073, 2.17334], [-4.17107, -0.07507, 1.08432], [-4.38002, -2.17112, 0.29814], [-3.96440, -2.54853, 1.84942], [-2.06584, -3.67883, 2.53910], [-3.56672, -3.99873, -0.89188], [-3.08596, -4.82950, 0.59120], [-0.75132, -4.17353, -0.77280], [-1.38790, -5.64687, -0.59505], [-2.75670, -1.86428, -1.41595], [-1.04220, -1.88346, -1.07837], [4.43391, -2.60266, -3.88121], [3.24250, -1.68760, -3.73063], [3.20118, -1.09795, -2.40022], [3.97944, -0.04430, -2.22144], [4.68754, 0.49284, -3.01594], [3.82953, 0.48063, -0.77089], [3.83898, -0.51146, 0.12541], [2.64105, 1.11974, -0.64328], [4.78996, 1.33724, -0.47728], [4.42512, -3.37575, -3.11313], [4.39805, -3.08470, -4.85795], [5.36640, -2.04512, -3.80985], [2.30265, -2.22864, -3.80940], [3.25397, -0.88305, -4.46409], [1.23227, 3.05991, 2.57372], [1.03587, 3.87344, 1.31455], [-0.31132, 4.39522, 1.23669], [-0.54707, 5.50480, 1.92383], [0.22320, 6.12344, 2.59085], [-2.02057, 5.93914, 1.71551], [-2.85226, 4.89039, 1.82205], [-2.16748, 6.45954, 0.49084], [-2.37040, 6.84678, 2.61340], [0.48438, 2.26715, 2.63797], [2.22333, 2.60560, 2.56459], [1.15071, 3.68569, 3.46104], [1.13331, 3.25869, 0.42206], [1.74776, 4.69488, 1.25367]], "lowdin_charge": [-0.01, -0.23, -0.26, -0.06, 0.07, -0.70, 0.91, -0.28, 0.03, -0.12, 0.06, 0.05, 0.13, 0.11, 0.14, 0.12, 0.14, 0.18, 0.17, -0.10, 0.12, 0.12, 0.06, 0.09, 0.14, 0.13, -0.05, -0.18, 0.02, -0.41, 0.19, -0.54, 0.16, 0.13, 0.19, 0.08, 0.09, 0.08, 0.12, 0.13, -0.05, -0.19, 0.02, -0.40, 0.18, -0.55, 0.15, 0.17, 0.19, 0.06, 0.09, 0.08, 0.11, 0.13]}


No. 2
{"formula": "C15H22AgN2O4S2", "method": "ωB97M-V with the def2-TZVPD basis set", "de_lowest_kcal_mol": 9.0, "homo_energy_ev": -10.957, "total_charge": 1, "lumo_ev": -6.8, "e_tot_ha": -1938.2082, "elements": ["C", "O", "C", "C", "C", "C", "C", "C", "C", "C", "N", "S", "N", "C", "C", "C", "C", "C", "C", "S", "O", "O", "O", "H", "H", "H", "H", "H", "H", "H", "H", "H", "H", "H", "H", "H", "H", "H", "H", "H", "H", "H", "H", "H", "H", "Ag"], "positions_angstrom": [[3.98034, 0.18468, 1.40292], [4.22804, -0.13483, 0.05382], [3.73463, -1.42941, -0.28048], [3.19401, -1.46142, -1.69761], [2.47268, -0.18595, -2.14252], [1.40739, 0.32573, -1.15316], [-0.04925, 0.00100, -1.54559], [-0.79792, -0.88700, -0.58004], [-0.14838, -1.82482, 0.17054], [-0.85611, -2.67582, 1.04735], [-0.34690, -3.62169, 1.84651], [-1.58113, -4.27672, 2.61224], [-2.80272, -3.42261, 2.02298], [-2.25079, -2.56043, 1.16165], [-2.93336, -1.58457, 0.39675], [-2.22601, -0.76598, -0.44194], [-3.00253, 0.27645, -1.21156], [-2.92851, 1.69449, -0.60767], [-2.96599, 1.71730, 0.93109], [-1.53115, 2.44044, 1.65773], [-1.79367, 2.77736, 3.02204], [-0.34874, 1.69085, 1.43176], [-1.40942, 3.88965, 0.82120], [2.90678, 0.31364, 1.58110], [4.33009, -0.59077, 2.08384], [4.46328, 1.12604, 1.63495], [3.01938, -1.76119, 0.47307], [4.57284, -2.12555, -0.22174], [4.04057, -1.61330, -2.36269], [2.53894, -2.31587, -1.86021], [3.19852, 0.59900, -2.30621], [1.95954, -0.41764, -3.07074], [1.48258, 1.41082, -1.14929], [1.61591, 0.02954, -0.13554], [-0.07902, -0.44181, -2.53967], [-0.59413, 0.93257, -1.63815], [0.92172, -1.92474, 0.10049], [-4.00090, -1.46386, 0.48331], [-4.02162, -0.05044, -1.37407], [-2.56718, 0.33815, -2.20695], [-2.03536, 2.18032, -0.98209], [-3.78504, 2.24947, -0.97191], [-3.81357, 2.30330, 1.26995], [-3.04536, 0.73807, 1.39641], [-0.71015, 4.38272, 1.31449], [-1.44232, 5.93487, 1.56361]], "lowdin_charge": [-0.11, -0.18, -0.23, -0.17, -0.18, -0.18, -0.12, -0.15, 0.05, -0.35, -0.23, 1.03, -0.22, -0.37, 0.02, -0.19, -0.13, -0.18, -0.19, 0.64, -0.27, -0.21, -0.27, 0.08, 0.09, 0.09, 0.10, 0.13, 0.11, 0.11, 0.11, 0.10, 0.11, 0.07, 0.13, 0.08, 0.10, 0.13, 0.12, 0.12, 0.09, 0.12, 0.11, 0.11, 0.01, 0.98]}


No. 3
{"formula": "C3H13N4", "method": "ωB97M-V with the def2-TZVPD basis set", "de_lowest_kcal_mol": 38.1, "homo_energy_ev": -13.973, "total_charge": 1, "lumo_ev": -2.8, "e_tot_ha": -340.8828, "elements": ["C", "C", "C", "N", "N", "N", "N", "H", "H", "H", "H", "H", "H", "H", "H", "H", "H", "H", "H", "H"], "positions_angstrom": [[1.99534, -1.03011, -1.29116], [-1.94214, 2.31886, 0.80291], [1.32923, -0.39390, -0.12233], [1.48024, -2.31921, -1.56409], [-2.17877, 0.84257, 0.92857], [-0.00582, -0.58493, 0.07837], [2.02268, 0.41812, 0.55446], [3.18150, -1.01868, -1.19412], [1.55834, -0.38153, -2.05026], [-1.05163, 2.51975, 1.43426], [-2.75218, 2.96233, 1.17134], [1.87309, -3.08387, -0.93438], [-0.39701, -1.32484, -0.55967], [-2.61869, 0.66710, 1.79341], [1.80513, 0.90797, 1.41808], [-2.85179, 0.72580, 0.19193], [-0.67909, 0.14773, 0.60781], [-1.75979, 2.47055, -0.23338], [2.98834, 0.47424, 0.13349], [1.80736, -2.67536, -2.48193]], "lowdin_charge": [-0.24, -0.13, -0.41, -0.01, -0.07, 0.16, 0.21, 0.17, 0.14, 0.08, 0.08, 0.13, 0.13, 0.07, 0.16, 0.08, 0.10, 0.07, 0.16, 0.11]}


No. 4
{"formula": "C28H66ClN18O15S", "method": "ωB97M-V with the def2-TZVPD basis set", "de_lowest_kcal_mol": 210.5, "homo_energy_ev": -10.738, "total_charge": 1, "lumo_ev": -4.9, "e_tot_ha": -4078.4127, "elements": ["C", "C", "O", "C", "C", "O", "O", "C", "O", "C", "C", "C", "N", "N", "C", "O", "C", "C", "C", "C", "C", "C", "C", "C", "C", "C", "C", "S", "O", "O", "Cl", "H", "H", "H", "H", "H", "H", "H", "H", "H", "H", "H", "H", "H", "H", "H", "H", "H", "H", "H", "H", "H", "H", "H", "H", "H", "H", "H", "H", "H", "H", "H", "H", "H", "H", "C", "O", "N", "N", "H", "H", "H", "H", "C", "O", "N", "N", "H", "H", "H", "H", "C", "O", "N", "N", "H", "H", "H", "H", "C", "O", "N", "N", "H", "H", "H", "H", "C", "O", "N", "N", "H", "H", "H", "H", "C", "O", "N", "N", "H", "H", "H", "H", "C", "O", "N", "N", "H", "H", "H", "H", "C", "O", "N", "N", "H", "H", "H", "H"], "positions_angstrom": [[-2.69237, 6.81351, 3.57038], [-1.27057, 6.31597, 2.89454], [-1.36682, 5.98398, 1.45988], [-0.19210, 5.16211, 1.02718], [0.29993, 5.49771, -0.51205], [-0.25372, 4.60128, -1.53888], [0.70544, 3.87221, -2.09946], [0.26643, 2.48170, -1.84016], [-1.07494, 2.31977, -1.66598], [1.25485, 1.17473, -1.69708], [2.76275, 1.31238, -0.98671], [3.69146, -0.03028, -0.82435], [3.22557, -1.41934, -1.30901], [4.11399, -2.46317, -1.05831], [1.88865, -1.67098, -1.99423], [1.38785, -2.97480, -2.45628], [2.25461, -3.57925, -3.47977], [2.85162, -4.98336, -2.80553], [1.99572, -5.34494, -1.43022], [2.84180, -6.26058, -3.83448], [3.55761, -5.98548, -5.28536], [3.60791, -7.58464, -3.15882], [0.86765, -0.36387, -2.20623], [-0.57844, -0.64211, -2.95529], [-1.57548, -1.57443, -2.00707], [-3.09628, -1.63083, -2.68871], [-3.59989, -3.20376, -2.94266], [-5.44023, -3.44667, -2.69130], [-6.02746, -2.39218, -1.71017], [-6.23668, -3.32811, -4.04849], [-5.90538, -5.33742, -1.87700], [-3.42450, 5.94121, 3.85175], [-3.23077, 7.60446, 2.87666], [-2.46270, 7.38618, 4.58613], [-0.47232, 7.17002, 3.11168], [-0.91029, 5.38574, 3.53981], [0.69594, 5.51279, 1.74242], [-0.37121, 4.02192, 1.23421], [1.47348, 5.50154, -0.52059], [-0.04785, 6.60841, -0.73242], [3.18131, 2.32938, -0.56868], [4.74589, 0.05711, -0.30785], [4.79251, -2.21929, -0.28747], [4.64411, -2.75015, -1.91005], [3.13818, -2.79875, -3.66650], [1.70827, -3.77944, -4.50328], [3.96936, -4.75013, -2.53863], [2.19702, -4.57864, -0.54738], [0.86505, -5.42724, -1.73181], [2.28522, -6.41143, -0.97907], [1.72300, -6.58940, -4.06758], [2.78948, -5.65084, -6.13362], [3.97735, -7.03702, -5.66270], [4.49718, -5.26780, -5.23826], [3.98301, -7.20707, -2.09218], [4.58029, -7.89320, -3.74292], [2.87637, -8.48028, -2.95793], [-0.33930, -1.29875, -3.92020], [-1.10072, 0.33329, -3.35927], [-1.58800, -1.24659, -0.87971], [-1.17989, -2.69372, -2.04493], [-3.80840, -1.03681, -1.96518], [-3.03011, -1.04188, -3.71096], [-2.91985, -3.97617, -2.33994], [-3.38420, -3.42265, -4.09573], [4.93761, 4.81949, -0.02654], [4.21223, 3.95972, 0.44810], [6.17389, 5.06796, 0.44206], [4.56570, 5.59517, -1.06078], [6.78583, 5.77152, 0.06448], [6.49291, 4.50608, 1.22056], [3.64212, 5.44062, -1.44361], [5.14892, 6.30814, -1.46519], [-5.39533, 6.52529, -0.26419], [-5.11520, 7.29986, -1.16542], [-6.63334, 6.42862, 0.25320], [-4.49120, 5.69894, 0.29198], [-6.88327, 5.79704, 0.99528], [-7.34422, 7.03339, -0.13726], [-3.54684, 5.73981, -0.06855], [-4.70286, 5.05435, 1.03475], [-2.24046, 6.21258, 7.55440], [-2.83687, 6.48377, 6.52414], [-2.37980, 5.03330, 8.18654], [-1.39038, 7.06859, 8.14958], [-1.89732, 4.79169, 9.03559], [-3.01069, 4.36000, 7.77158], [-1.25665, 7.96794, 7.70602], [-0.89024, 6.86334, 8.99795], [-8.43190, -3.23916, 1.22170], [-8.07035, -4.40440, 1.26807], [-7.85573, -2.33047, 0.41422], [-9.43895, -2.75960, 1.97370], [-8.13942, -1.36671, 0.36207], [-7.09330, -2.65021, -0.16889], [-9.89996, -3.41093, 2.59554], [-9.75092, -1.80352, 1.94940], [-3.25966, 0.71082, 1.25541], [-2.89811, -0.45443, 1.30178], [-2.68349, 1.61950, 0.44793], [-4.26671, 1.19037, 2.00741], [-2.96718, 2.58326, 0.39578], [-1.92106, 1.29976, -0.13518], [-4.72773, 0.53904, 2.62925], [-4.57868, 2.14646, 1.98311], [-2.41625, -4.03755, 3.76838], [-1.49783, -4.01876, 4.57262], [-3.31440, -5.03756, 3.71329], [-2.61251, -3.05986, 2.86547], [-4.07727, -5.07072, 3.05834], [-3.20280, -5.79389, 4.37590], [-1.95862, -2.28796, 2.87302], [-3.36283, -3.05770, 2.19539], [7.50300, -5.78813, -3.42978], [6.84268, -4.81731, -3.09491], [8.00714, -6.66562, -2.54346], [7.78538, -6.06746, -4.71503], [8.55309, -7.47073, -2.79991], [7.81776, -6.49211, -1.56490], [7.42457, -5.43182, -5.41449], [8.32736, -6.86188, -5.01026], [6.04043, 1.57136, 2.16021], [6.69563, 2.07988, 1.26422], [6.55602, 0.67264, 3.01821], [4.74436, 1.86439, 2.36988], [6.03248, 0.24307, 3.76213], [7.52896, 0.42400, 2.89526], [4.31743, 2.53670, 1.74604], [4.18847, 1.45611, 3.10221]], "lowdin_charge": [-0.11, -0.26, -0.24, -0.15, -0.08, -0.16, -0.03, -0.13, -0.02, 0.06, 0.09, 0.09, -0.09, 0.08, 0.01, -0.14, -0.12, -0.28, -0.09, -0.35, -0.12, -0.10, 0.06, -0.15, -0.17, -0.18, -0.25, 0.52, -0.44, -0.42, 0.35, 0.08, 0.09, 0.07, 0.13, 0.13, 0.13, 0.14, 0.12, 0.16, 0.09, 0.14, 0.13, 0.12, 0.14, 0.15, 0.11, 0.09, 0.09, 0.09, 0.14, 0.09, 0.08, 0.08, 0.07, 0.08, 0.09, 0.13, 0.12, 0.11, 0.10, 0.12, 0.13, 0.12, 0.13, -0.68, -0.02, 0.18, 0.17, 0.11, 0.10, 0.10, 0.11, -0.72, 0.03, 0.15, 0.16, 0.09, 0.11, 0.10, 0.09, -0.70, 0.00, 0.15, 0.15, 0.10, 0.11, 0.11, 0.10, -0.72, 0.01, 0.15, 0.14, 0.10, 0.04, 0.11, 0.10, -0.70, 0.01, 0.17, 0.16, 0.10, 0.06, 0.12, 0.09, -0.73, 0.01, 0.15, 0.15, 0.10, 0.11, 0.09, 0.09, -0.72, -0.01, 0.16, 0.16, 0.10, 0.11, 0.11, 0.10, -0.73, 0.01, 0.15, 0.16, 0.10, 0.11, 0.05, 0.10]}